ORCA calculation (ωB97M-V/def2-TZVPD) on a 5-piece molecular cluster, C23H30F19NO12PS overall.

Computed properties:
Largest force on an atom: 8.5 eV/A
Energy: -122145.959 eV
Total charge: -1
2S+1: 1
Gap between HOMO and LUMO: 7.358 eV
E_LUMO: 1.85 eV

Structure (XYZ):
```
87
Properties=species:S:1:pos:R:3:mulliken_charge:R:1
C -0.8574 -2.9131 4.3242 -0.81
C -0.6407 -2.3412 2.7708 0.21
O -0.3495 -1.0466 2.6214 -0.50
N -0.8477 -3.3495 1.6626 0.49
P 0.4746 -3.3567 0.4676 0.04
S 1.4050 -5.0882 1.4237 0.79
O 0.9857 -5.1492 2.9136 -0.59
O 2.9622 -4.8288 1.4297 -0.67
C 1.1542 -6.6819 0.4654 0.47
F 1.1182 -6.4471 -1.0268 -0.22
F 2.4093 -7.4946 0.6833 -0.29
C -0.0844 -7.6186 0.9904 0.51
F -0.0286 -8.9657 0.3087 -0.30
F 0.0083 -7.9384 2.4611 -0.25
C -1.5815 -6.9990 0.7418 0.63
F -2.5323 -8.1729 0.7751 -0.28
F -1.7854 -6.3552 -0.5771 -0.20
F -2.0337 -6.1221 1.8862 -0.23
C -2.2012 -3.0695 1.0490 0.53
C -3.5036 -3.1714 2.0935 -0.92
O -2.4589 -2.7970 -0.2323 -0.59
H 0.1754 -2.9491 4.9067 0.29
H -1.6258 -2.1928 4.8416 0.30
H -1.3269 -4.0045 4.2450 0.14
H 1.3526 -2.5464 1.3222 -0.08
H 1.5840 -3.3942 -0.4908 -0.16
H -0.2607 -4.1870 -0.4621 0.06
H 0.0613 -2.1236 -0.1562 -0.02
H -4.4612 -3.4255 1.4646 0.31
H -3.2932 -4.0536 2.8400 0.21
H -3.6034 -2.1588 2.6847 0.26
C 1.4805 1.5826 2.3477 -0.72
C 2.7407 2.4183 2.4784 -0.40
O 2.4456 3.7019 3.0502 -0.26
C 2.2609 3.7259 4.4070 0.38
O 2.3401 2.7360 5.1291 -0.52
C 1.9973 5.1525 4.8917 0.84
F 1.0625 5.7987 4.1380 -0.23
F 3.1202 5.9257 4.8491 -0.26
F 1.5479 5.2053 6.1771 -0.25
H 0.7179 2.1235 1.7781 0.03
H 1.6941 0.6353 1.8459 0.37
H 1.0459 1.3623 3.3278 0.38
H 3.1597 2.6035 1.4835 0.36
H 3.5124 1.9029 3.0626 0.31
C 0.7500 7.3637 -1.0397 -1.03
C 1.4517 6.0596 -1.3717 -0.23
O 0.8037 4.9522 -0.7271 -0.23
C -0.3506 4.5078 -1.3150 0.24
O -0.8337 4.9928 -2.3343 -0.56
C -0.9141 3.3040 -0.5582 1.01
F -0.9547 3.5036 0.7901 -0.26
F -0.1681 2.1789 -0.7533 -0.24
F -2.1858 2.9863 -0.9311 -0.25
H 0.6822 7.4985 0.0446 0.28
H 1.2864 8.2131 -1.4709 0.37
H -0.2748 7.3731 -1.4241 0.27
H 2.4783 6.0912 -0.9911 0.32
H 1.5139 5.8946 -2.4541 0.31
C -4.9362 5.7192 0.1102 -1.15
C -4.4371 5.6063 -1.3187 0.10
O -5.3830 6.1755 -2.2368 -0.35
C -5.3883 7.5423 -2.3219 0.39
O -4.6432 8.2741 -1.6763 -0.52
C -6.4062 8.0155 -3.3609 0.81
F -7.6195 7.4089 -3.2214 -0.24
F -5.9969 7.7573 -4.6362 -0.24
F -6.6454 9.3558 -3.3024 -0.24
H -5.9291 5.2684 0.2073 0.32
H -4.2505 5.2212 0.8007 0.36
H -5.0328 6.7656 0.4163 0.32
H -4.3332 4.5492 -1.5857 0.30
H -3.4507 6.0690 -1.4433 0.14
C 4.1362 -5.8764 -6.1734 -1.09
C 5.2614 -5.9137 -5.1556 -0.19
O 5.1069 -4.8673 -4.1846 -0.32
C 4.1797 -5.0928 -3.2024 0.29
O 3.5048 -6.1149 -3.1157 -0.49
C 4.1446 -3.9262 -2.2137 0.96
F 4.0919 -2.7133 -2.8347 -0.27
F 5.2496 -3.8961 -1.4147 -0.27
F 3.0706 -3.9682 -1.3759 -0.34
H 4.0709 -4.8874 -6.6383 0.30
H 4.2939 -6.6262 -6.9531 0.36
H 3.1671 -6.0688 -5.7022 0.31
H 6.2165 -5.7375 -5.6620 0.31
H 5.3329 -6.8909 -4.6631 0.30
```



ORCA calculation (ωB97M-V/def2-TZVPD) on one molecule with the formula C6H7NO.

Computed properties:
Largest force on an atom: 3.6 eV/A
Energy above the lowest of the compared OMol25 structures with the same formula, charge and spin: 245.7 kJ/mol
Energy: -9870.111 eV
SMILES string: O=C1[C@H]2C[C@H]2N2C[C@H]12
2S+1: 1
Gap between HOMO and LUMO: 10.410 eV
E_LUMO: 1.02 eV

Structure (XYZ):
```
15
Properties=species:S:1:pos:R:3:mulliken_charge:R:1
C 0.7547 -0.7804 0.0441 0.21
C -0.6257 -0.9167 -0.4929 -0.22
C -1.8287 -0.6688 0.4790 -0.69
C -1.3205 0.3896 -0.3790 0.09
C 0.8933 1.5400 -0.4719 -0.39
C 0.8531 0.5909 0.7049 -0.11
H -0.6593 -1.5710 -1.3638 0.38
H -1.4643 -0.6986 1.4911 0.27
H -2.9103 -0.8805 0.2583 0.29
H -1.9259 0.9105 -1.1947 0.33
H 1.4898 2.4477 -0.2445 0.29
H 1.1327 1.0239 -1.5350 0.21
H 1.3226 0.7522 1.7107 0.32
N -0.3561 1.3802 0.2775 -0.39
O 1.6438 -1.5716 -0.0462 -0.58
```



ORCA calculation (ωB97M-V/def2-TZVPD) on C21H24N4O as an isolated structure.

Computed properties:
Largest force on an atom: 16.4 eV/A
Energy above the lowest of the compared OMol25 structures with the same formula, charge and spin: 1706.9 kJ/mol
Energy: -30158.835 eV
2S+1: 1
Gap between HOMO and LUMO: 7.748 eV
E_LUMO: -0.24 eV

Structure (XYZ):
```
50
Properties=species:S:1:pos:R:3:mulliken_charge:R:1
C 0.8057 3.2470 -0.0451 -1.00
N 0.8342 1.7491 -0.0827 0.07
C 1.6560 0.8230 0.7119 0.39
N 1.4318 -0.2782 0.4917 -0.52
C 0.5186 -0.1984 -0.5698 0.23
C -0.2348 -1.2713 -0.9484 -1.09
C -1.3114 -0.9362 -1.8224 0.66
C -1.4162 0.1807 -2.2791 -0.92
C -0.7858 1.2777 -1.6628 -0.90
C 0.0702 1.0318 -0.7818 0.52
H -1.1145 2.1665 -1.7706 0.76
H -2.1481 0.3314 -2.9041 0.81
N -1.7934 -2.1001 -2.6527 -0.12
C -2.8071 -2.3332 -3.3973 1.01
O -3.1277 -1.2850 -4.0992 -0.76
C -3.3044 -3.5585 -3.6963 0.58
C -3.6818 -3.7907 -5.1951 -0.81
C -4.0734 -5.0912 -5.4444 -0.24
C -4.0864 -6.3288 -4.5740 -0.82
C -3.8553 -5.9142 -3.1047 -0.51
C -3.2441 -4.6364 -2.8617 -0.32
H -3.1685 -4.4427 -1.5878 0.17
H -3.8942 -6.7688 -2.3715 0.32
H -4.5484 -7.1357 -4.6585 0.58
H -4.0379 -5.5369 -6.5434 0.20
H -3.5445 -3.1758 -5.8774 0.65
H -1.5479 -2.9660 -2.2452 0.06
H 0.1101 -2.5463 -0.6428 0.08
C 2.6702 1.5343 1.8441 -0.78
N 2.1276 1.4048 3.1060 0.19
C 1.2535 2.2599 3.4538 -0.62
C 1.8585 3.7942 3.6128 -0.80
C 2.7781 3.6805 4.7879 -0.58
C 3.8831 2.8233 4.3380 -0.55
C 3.2293 1.4211 4.1270 -1.13
H 3.9766 0.4291 3.9681 0.34
H 2.8734 0.9567 4.9531 0.60
H 4.3915 2.6429 5.3717 0.22
H 4.4209 3.0226 3.5590 0.50
H 3.2510 4.6955 5.1144 0.29
H 2.1410 3.4663 5.7067 0.32
H 0.8142 4.4959 4.2175 0.23
H 2.2057 4.2671 2.8147 0.43
H 0.4266 2.5149 2.5889 0.13
H 0.8166 2.0181 4.3969 0.58
H 3.4682 0.6851 1.5516 0.28
H 3.0161 2.4813 1.3799 0.31
H -0.1328 3.7191 0.2596 0.30
H 1.0173 3.4662 -1.1281 0.52
H 1.8125 3.7084 0.5917 0.11
```



ORCA calculation (ωB97M-V/def2-TZVPD) on a 2-piece molecular cluster, C4H6O2P overall.

Computed properties:
Largest force on an atom: 3.8 eV/A
Energy above the lowest of the compared OMol25 structures with the same formula, charge and spin: 419.1 kJ/mol
Energy: -17626.094 eV
Total charge: -1
2S+1: 1
Gap between HOMO and LUMO (spin up / spin down): 5.517 / 5.514 eV
E_LUMO (spin up / spin down): 2.80 / 2.80 eV

Structure (XYZ):
```
13
Properties=species:S:1:pos:R:3:mulliken_charge:R:1
C 1.0497 0.4469 1.1449 -1.03
C 2.2320 0.2035 0.6171 -0.16
C 3.2887 -0.0759 0.0170 0.99
C -1.1570 0.3989 -1.2397 -0.85
O 4.1953 -0.4475 -0.6388 -0.54
O -1.7299 -1.9880 -0.0983 -0.70
P -1.9621 -0.5298 -0.1360 0.23
H 0.5483 1.3363 0.9478 0.34
H 0.7120 -0.2942 1.8191 0.27
H -0.8464 -0.2152 -2.1954 0.14
H -0.9897 1.4157 -1.1843 0.40
H -3.4163 -0.2897 -0.3019 -0.02
H -1.9245 0.0390 1.2484 -0.06
```